ORCA calculation (the ωB97M-V functional and the def2-TZVPD basis) on a structure of composition C36H29CaN3O7P4Se2 at a distorted geometry.

Each line ends with the Löwdin charge.
Positions of all 82 atoms, in Å:
Ca1 0.0674 0.9396 -0.5517  1.33
Se1 -5.7115 -1.5725 2.6856  0.25
P1 -5.1519 -2.5336 0.8801  0.55
C1 -6.4068 -2.1950 -0.4119  -0.33
C2 -7.4683 -3.0823 -0.5708  -0.10
C3 -8.4985 -2.8016 -1.4544  -0.10
C4 -8.4845 -1.6244 -2.1851  -0.10
C5 -7.4433 -0.7254 -2.0114  -0.08
C6 -6.4151 -0.9987 -1.1251  -0.08
C7 -5.2008 -4.3498 0.9844  -0.36
C8 -5.0715 -5.1082 -0.1746  -0.10
C9 -5.2410 -6.4805 -0.1280  -0.09
C10 -5.4964 -7.1064 1.0844  -0.09
C11 -5.5997 -6.3565 2.2448  -0.08
C12 -5.4700 -4.9779 2.1922  -0.11
C13 -3.5416 -2.0370 0.2413  -0.42
C14 -2.1777 -2.3733 0.3720  -0.44
N1 -1.5053 -1.4202 -0.3005  -0.05
N2 -2.3732 -0.5654 -0.7958  -0.08
N3 -3.5944 -0.8981 -0.4659  -0.02
P2 -1.1907 -3.7924 0.8987  0.51
Se2 0.8927 -3.6304 0.7999  0.35
C15 -1.7201 -5.0919 -0.2709  -0.34
C16 -1.6835 -6.4460 0.0377  -0.09
C17 -1.9168 -7.3953 -0.9423  -0.10
C18 -2.2031 -7.0023 -2.2412  -0.11
C19 -2.2491 -5.6519 -2.5536  -0.08
C20 -2.0019 -4.7021 -1.5774  -0.09
C21 -1.7338 -4.2161 2.5824  -0.33
C22 -2.5331 -3.3468 3.3071  -0.10
C23 -2.8658 -3.6269 4.6246  -0.09
C24 -2.3929 -4.7756 5.2305  -0.10
C25 -1.5552 -5.6318 4.5250  -0.09
C26 -1.2116 -5.3429 3.2183  -0.12
H1 -7.5060 -3.9986 0.0033  0.10
H2 -9.3119 -3.5058 -1.5665  0.09
H3 -9.2839 -1.4060 -2.8824  0.09
H4 -7.4263 0.2017 -2.5663  0.10
H5 -5.6041 -0.2963 -0.9937  0.09
H6 -4.8663 -4.6247 -1.1204  0.11
H7 -5.1542 -7.0596 -1.0367  0.10
H8 -5.6116 -8.1820 1.1226  0.10
H9 -5.7904 -6.8410 3.1928  0.10
H10 -5.5812 -4.3693 3.0801  0.05
H11 -1.4778 -6.7709 1.0455  0.09
H12 -1.8829 -8.4463 -0.6872  0.10
H13 -2.3882 -7.7434 -3.0058  0.09
H14 -2.4656 -5.3328 -3.5646  0.10
H15 -2.0160 -3.6484 -1.8313  0.11
H16 -2.8990 -2.4321 2.8640  0.06
H17 -3.5012 -2.9348 5.1601  0.10
H18 -2.6525 -4.9962 6.2578  0.09
H19 -1.1466 -6.5108 5.0044  0.10
H20 -0.4908 -5.9618 2.7028  0.09
O1 -1.9753 2.5698 -1.8766  -0.18
P3 -1.2643 3.5389 -0.7860  0.18
O2 -2.0251 4.7683 -0.5455  -0.30
O3 -0.8079 2.6474 0.3558  -0.48
O4 0.1422 3.8953 -1.6083  -0.29
P4 1.0608 3.0028 -2.5934  0.15
O5 0.6605 3.5821 -4.0480  -0.13
O6 2.4832 3.1889 -2.2737  -0.29
O7 0.4758 1.5876 -2.5779  -0.49
H21 -1.2428 2.0775 -2.2984  -0.01
H22 0.9056 4.5034 -4.0979  0.06
C27 5.3654 -1.9142 -0.4422  -0.12
C28 4.4711 -1.3078 -1.3497  -0.11
C29 3.3325 -0.7095 -0.8877  -0.05
C30 2.9992 -0.6699 0.4897  -0.26
C31 1.7741 -0.0536 0.9178  -0.20
C32 1.5836 -0.0634 2.2850  -0.19
C33 2.4777 -0.6558 3.2066  -0.13
C34 3.6200 -1.2605 2.7723  -0.09
C35 3.9132 -1.2786 1.3884  -0.21
C36 5.0894 -1.8944 0.8932  -0.07
H23 6.2688 -2.3884 -0.8067  0.08
H24 4.6891 -1.3135 -2.4096  0.09
H25 2.6600 -0.2335 -1.5970  0.09
H26 0.6843 0.3854 2.7046  0.07
H27 2.2438 -0.6432 4.2669  0.08
H28 4.3089 -1.7297 3.4656  0.09
H29 5.7694 -2.3568 1.6010  0.09

strongest force on any atom: 0.0534 Eh/bohr
highest occupied orbital energy: -2.63 eV
charge: -2
ΔE to the lowest compared entry with this formula, charge and spin: 1.769 eV

***

ORCA calculation (the ωB97M-V functional and the def2-TZVPD basis) on a structure of composition C36H29Cl2MoN6.

Each line ends with the Löwdin charge.
Positions of all 74 atoms, in Å:
Mo1 -0.3728 0.0172 0.0219  1.69
C1 2.2366 3.6727 -0.3318  0.00
C2 1.1975 2.8435 0.1083  -0.07
N1 1.2392 1.5253 -0.0047  0.00
C3 2.3830 0.9638 -0.5199  -0.16
C4 3.4291 1.7174 -1.0559  -0.13
C5 3.3283 3.1205 -0.9470  0.06
C6 4.5229 1.0225 -1.6340  0.02
C7 4.5366 -0.3424 -1.6347  -0.02
C8 3.4967 -1.0919 -1.0258  0.02
C9 2.4470 -0.4390 -0.4443  -0.23
N2 1.3657 -0.9723 0.2913  -0.09
C10 1.5251 -1.9152 1.3195  -0.23
C11 2.6605 -2.5860 1.6940  0.03
C12 2.6080 -3.5191 2.7586  -0.01
C13 1.4521 -3.7724 3.4402  0.01
C14 0.2756 -3.0611 3.0945  -0.13
C15 -0.9634 -3.1977 3.7512  0.07
C16 -2.0334 -2.4236 3.3677  0.00
C17 -1.8710 -1.5104 2.3298  -0.16
N3 -0.7218 -1.3657 1.6731  -0.07
C18 0.3454 -2.1400 2.0446  -0.19
H1 2.1451 4.7418 -0.1997  0.13
H2 0.3111 3.2815 0.5418  0.11
H3 4.1219 3.7506 -1.3324  0.14
H4 5.3410 1.5842 -2.0666  0.14
H5 5.3685 -0.8697 -2.0826  0.13
H6 3.5581 -2.1730 -1.0096  0.13
H7 3.6039 -2.4104 1.1968  0.12
H8 3.5157 -4.0390 3.0338  0.13
H9 1.4253 -4.4930 4.2475  0.14
H10 -1.0639 -3.9069 4.5651  0.15
H11 -2.9920 -2.4990 3.8622  0.13
H12 -2.6872 -0.8615 2.0371  0.07
C19 0.0807 -3.3316 -1.1515  -0.01
C20 0.1894 -2.2998 -2.2292  -0.28
C21 0.5979 -2.6955 -3.5033  0.03
C22 0.7094 -1.7773 -4.5204  0.02
C23 0.3196 -0.4630 -4.2769  0.03
C24 -0.1074 -0.1286 -3.0195  -0.19
N4 -0.1064 -1.0129 -1.9785  0.00
C25 -0.7485 1.1775 -2.7177  -0.17
C26 -1.1154 2.1215 -3.6568  0.05
C27 -1.8722 3.2081 -3.2492  0.03
C28 -2.2537 3.3392 -1.9207  0.05
C29 -1.8177 2.3986 -1.0139  -0.20
N5 -1.0681 1.3568 -1.4266  -0.04
C30 -2.0652 2.4677 0.4531  -0.26
C31 -2.8838 3.4100 1.0146  0.00
C32 -2.9722 3.4846 2.4029  0.02
C33 -2.1741 2.6650 3.1658  0.03
C34 -1.3370 1.7313 2.5594  -0.27
C35 -0.3641 0.9675 3.4098  0.00
N6 -1.3543 1.5793 1.2139  0.00
H13 -0.3161 -4.2498 -1.5837  0.11
H14 -0.5778 -3.0263 -0.3409  0.04
H15 1.0620 -3.5627 -0.7348  0.10
H16 0.8252 -3.7403 -3.6718  0.14
H17 1.0533 -2.0764 -5.5027  0.14
H18 0.3323 0.2695 -5.0716  0.13
H19 -0.8531 1.9992 -4.6973  0.13
H20 -2.1845 3.9506 -3.9730  0.14
H21 -2.8635 4.1744 -1.6090  0.13
H22 -3.4504 4.0892 0.3951  0.13
H23 -3.6268 4.2086 2.8714  0.14
H24 -2.1619 2.7485 4.2453  0.14
H25 -0.8549 0.1709 3.9706  0.10
H26 0.0595 1.6555 4.1407  0.11
H27 0.4526 0.5443 2.8310  0.07
Cl1 -4.7869 0.5469 0.5781  0.64
C36 -4.5998 -0.8630 -0.4248  -0.86
Cl2 -2.8468 -1.2638 -0.7467  0.62
H28 -5.0395 -0.6989 -1.3994  0.05
H29 -5.0142 -1.7268 0.0784  0.05

⟨S²⟩: 2.0348
strongest force on any atom: 0.0152 Eh/bohr
highest occupied orbital energy (alpha / beta): -15.33 / -15.89 eV
2S+1: 3
charge: +3

***

ORCA calculation (the ωB97M-V functional and the def2-TZVPD basis) on a structure of composition C36H29GeN5O2S3Ti at a distorted geometry.

Each line ends with the Löwdin charge.
Positions of all 77 atoms, in Å:
Ti1 -0.1954 -0.1493 -0.5181  0.70
S1 0.2217 2.3366 2.0574  0.52
C1 1.3886 1.2872 1.5391  -1.13
N1 1.2238 0.1955 0.7960  -0.16
C2 2.3840 -0.4241 0.4477  -0.34
C3 2.4880 -1.5620 -0.3661  -0.03
C4 3.7485 -2.0428 -0.6764  -0.11
C5 4.8973 -1.4123 -0.2160  -0.13
C6 4.8142 -0.2821 0.5943  -0.12
C7 3.5600 0.1906 0.9247  -0.50
S2 3.1455 1.5770 1.8995  0.93
H1 1.5797 -2.0398 -0.7326  0.09
H2 3.8431 -2.9235 -1.2989  0.09
H3 5.8694 -1.7972 -0.4952  0.08
H4 5.6950 0.2413 0.9379  0.09
N2 -6.8799 -4.5980 0.3243  0.07
C8 -5.5619 -4.0858 0.3100  -0.32
C9 -5.1473 -3.2220 -0.7207  -0.02
C10 -3.8599 -2.7437 -0.7500  -0.07
C11 -2.9350 -3.1284 0.2116  -0.25
C12 -3.3418 -3.9740 1.2533  -0.05
C13 -4.6355 -4.4535 1.2841  -0.05
S3 -1.4143 -2.2351 0.3411  0.60
O1 -0.4505 -3.0379 1.0591  -0.31
O2 -0.9707 -1.9103 -1.0526  -0.38
N3 -1.6647 -0.8964 1.1121  -0.11
C14 -2.4018 0.0434 0.4467  -0.56
N4 -1.6293 1.0111 -0.1457  -0.10
C15 -2.2706 2.1079 -0.6431  -0.20
C16 -3.6474 2.1362 -0.7024  -0.14
C17 -4.3356 1.0290 -0.2226  -0.24
N5 -3.7081 -0.0127 0.3897  0.10
H5 -7.5369 -3.9586 -0.1055  0.08
H6 -7.1886 -4.8416 1.2561  0.07
H7 -5.8637 -2.9066 -1.4672  0.11
H8 -3.5401 -2.0531 -1.5140  0.07
H9 -2.6241 -4.2153 2.0216  0.11
H10 -4.9552 -5.0943 2.0972  0.10
H11 -1.6348 2.9256 -0.9650  0.08
H12 -4.1721 2.9828 -1.1260  0.08
H13 -5.4100 0.9347 -0.2961  0.05
C18 0.8367 0.8526 -1.7979  -0.36
Ge1 0.5157 0.5104 -3.6212  0.88
C19 -0.4049 1.9066 -4.7930  -0.25
C20 -0.5225 1.7899 -6.1737  -0.13
C21 -1.1860 2.7471 -6.9201  -0.12
C22 -1.7900 3.8248 -6.2919  -0.13
C23 -1.7296 3.9260 -4.9105  -0.11
C24 -1.0300 2.9845 -4.1786  -0.11
C25 2.0573 -0.0775 -4.7765  -0.25
C26 2.6273 0.7080 -5.7735  -0.12
C27 3.7387 0.2803 -6.4755  -0.12
C28 4.3243 -0.9423 -6.1801  -0.13
C29 3.8016 -1.7125 -5.1521  -0.11
C30 2.6883 -1.2811 -4.4590  -0.12
C31 -0.9209 -0.8401 -3.8614  -0.27
C32 -2.1514 -0.4521 -3.3417  -0.12
C33 -3.2927 -1.1962 -3.5732  -0.12
C34 -3.2117 -2.3826 -4.2869  -0.11
C35 -1.9915 -2.7947 -4.7907  -0.11
C36 -0.8637 -2.0132 -4.6011  -0.10
H14 1.7504 1.4387 -1.6235  -0.03
H15 -0.0815 0.9332 -6.6666  0.09
H16 -1.2442 2.6546 -7.9983  0.09
H17 -2.3085 4.5789 -6.8748  0.08
H18 -2.2350 4.7447 -4.4123  0.09
H19 -0.9522 3.0671 -3.1003  0.07
H20 2.1819 1.6659 -6.0092  0.09
H21 4.1530 0.8977 -7.2656  0.09
H22 5.1937 -1.2879 -6.7290  0.09
H23 4.2684 -2.6580 -4.9040  0.09
H24 2.2848 -1.8822 -3.6493  0.10
H25 -2.2120 0.4654 -2.7592  0.09
H26 -4.2507 -0.8524 -3.1996  0.10
H27 -4.1003 -2.9810 -4.4425  0.09
H28 -1.9240 -3.7268 -5.3398  0.09
H29 0.0769 -2.3248 -5.0398  0.09

strongest force on any atom: 0.0713 Eh/bohr
highest occupied orbital energy (alpha / beta): 1.13 / 1.16 eV
charge: -2
ΔE to the lowest compared entry with this formula, charge and spin: 0.444 eV